No. 1
87
Properties=species:S:1:pos:R:3:forces:R:3 method="wB97M-V/def2-TZVPD" fmax_ev_per_a=1.26 total_charge=+3 spin_multiplicity=3 energy_ha=-2742.054421
Au -0.013055 -0.157269 0.389997 -0.192 0.265 -0.644
C 4.222324 0.573950 -0.307070 0.055 0.004 0.053
C 2.865154 0.278844 -0.434646 0.111 -0.013 -0.016
N 2.094245 0.053722 0.616044 -0.120 -0.054 0.112
C 2.602284 0.126736 1.870276 0.450 0.094 -0.036
C 3.966132 0.408803 2.079669 -0.335 -0.053 -0.160
C 4.772005 0.632228 0.949111 -0.004 0.000 -0.014
C 4.479297 0.473410 3.413438 0.080 0.023 0.199
C 3.679819 0.262469 4.481302 0.153 0.038 -0.050
C 2.288087 -0.018348 4.305442 -0.143 -0.011 -0.218
C 1.411577 -0.236345 5.385739 -0.046 0.002 -0.015
C 0.082110 -0.477317 5.144829 0.019 0.035 0.067
C -0.371276 -0.486453 3.820002 0.076 0.057 -0.031
N 0.430816 -0.293740 2.792191 -0.064 -0.100 0.199
C 1.742650 -0.071942 3.008875 -0.096 -0.041 0.344
H 4.816850 0.754114 -1.191021 -0.015 -0.009 -0.009
H 2.400263 0.226230 -1.410039 -0.040 0.007 0.023
H 5.823399 0.854949 1.083399 -0.005 0.010 -0.011
H 5.528721 0.704348 3.545969 -0.007 -0.019 0.014
H 4.075430 0.315204 5.487482 0.011 -0.004 -0.007
H 1.794511 -0.205840 6.398339 0.005 -0.003 -0.003
H -0.614489 -0.648945 5.953670 0.010 0.016 0.005
H -1.419065 -0.646943 3.590159 0.008 -0.028 0.026
C -2.489765 2.815004 -2.690167 0.127 0.101 -0.059
N -2.426593 1.463782 -2.136081 -0.298 -0.196 0.292
C -2.388027 0.394201 -3.137044 0.049 0.018 -0.013
P -2.856852 1.053524 -0.618685 -0.807 0.831 -0.041
O -2.126470 -0.151138 -0.093247 0.478 -0.428 0.245
O -2.482448 2.367704 0.259954 0.228 -0.303 -0.242
P -0.998427 2.915657 0.591712 -0.558 0.966 0.591
O 0.072267 2.097618 -0.051818 0.266 -0.612 -0.163
N -0.952447 4.451630 0.028757 0.303 -0.667 0.209
C 0.115841 4.926813 -0.849771 -0.030 0.112 -0.122
C -1.780366 5.477448 0.656717 -0.015 0.082 0.034
N -0.996985 2.807436 2.235588 -0.045 0.090 -0.502
C 0.242093 3.238819 2.883318 0.026 -0.032 0.068
C -2.183459 2.851526 3.087120 0.006 -0.064 0.035
N -4.457227 0.855538 -0.407567 0.601 -0.328 -0.381
C -5.445613 1.531331 -1.243032 -0.137 0.134 0.007
C -5.008413 0.013057 0.650686 -0.083 0.069 0.159
H -3.327717 2.920640 -3.383280 -0.011 -0.050 0.024
H -1.569694 3.020652 -3.240564 -0.003 0.006 0.030
H -2.593197 3.551676 -1.898284 0.008 0.012 -0.007
H -3.188290 0.513309 -3.869847 -0.035 0.001 0.038
H -2.503620 -0.573434 -2.650459 -0.001 -0.008 -0.057
H -1.432360 0.415186 -3.664331 -0.014 0.009 0.015
H 0.640918 4.079928 -1.281768 0.014 0.026 -0.011
H 0.829044 5.553056 -0.308105 -0.034 -0.032 0.035
H -0.316940 5.525347 -1.653852 0.007 -0.030 0.006
H -2.641870 5.022548 1.145509 -0.016 0.056 0.002
H -2.143759 6.162691 -0.109924 -0.054 -0.049 0.004
H -1.219131 6.063105 1.389671 0.011 -0.055 0.004
H 1.048197 3.294541 2.150250 0.024 0.007 0.049
H 0.531288 2.520507 3.655437 -0.034 0.003 -0.021
H 0.124680 4.216467 3.357235 -0.002 0.014 -0.050
H -3.082697 2.691493 2.499614 0.000 -0.015 0.034
H -2.261592 3.814595 3.597128 0.003 0.002 -0.017
H -2.119143 2.066884 3.844833 0.006 0.035 0.014
H -4.963445 2.064604 -2.059194 -0.029 -0.020 0.014
H -6.021916 2.247826 -0.653590 0.047 0.005 -0.004
H -6.141310 0.803547 -1.663658 0.059 -0.024 -0.011
H -4.207125 -0.476657 1.197674 -0.021 -0.003 0.001
H -5.660154 -0.750070 0.221625 0.041 0.012 -0.036
H -5.602014 0.615281 1.342218 0.030 -0.007 0.002
C -0.917574 -4.366058 -0.916767 -0.011 0.069 -0.046
C -0.780445 -2.995895 -0.789070 -0.083 -0.150 -0.026
N -0.056696 -2.443000 0.192711 0.023 0.214 0.083
C 0.539486 -3.224229 1.084439 0.030 -0.049 -0.007
C 0.471884 -4.621458 1.030496 -0.087 -0.090 -0.142
C -0.293697 -5.189899 0.003584 0.115 0.046 0.047
C 1.087114 -5.408684 2.097942 -0.046 0.141 -0.092
C 1.798940 -6.546498 2.017311 -0.013 -0.108 0.074
C 2.291076 -7.204979 0.814263 -0.219 0.164 0.100
C 3.020350 -8.400025 0.921603 0.106 0.033 -0.181
C 3.415849 -8.979141 -0.276025 -0.018 -0.124 0.023
N 3.138948 -8.408624 -1.432902 0.034 0.152 0.401
C 2.405024 -7.309845 -1.505002 -0.255 0.380 -0.489
N 2.027128 -6.705275 -0.394876 0.456 -0.480 0.108
H -1.526531 -4.778128 -1.708916 -0.011 0.024 0.002
H -1.285369 -2.313164 -1.458885 0.039 0.010 0.009
H 1.101516 -2.727302 1.867057 -0.034 0.012 0.021
H -0.441376 -6.259765 -0.040728 -0.044 -0.006 0.052
H 0.949217 -4.994334 3.092681 0.095 -0.062 0.031
H 2.111177 -7.017100 2.941104 0.001 0.022 -0.007
H 3.246577 -8.851198 1.877345 -0.009 0.018 0.008
H 4.007629 -9.890325 -0.304869 -0.043 -0.006 0.014
H 2.190123 -6.861405 -2.466326 -0.043 -0.089 0.015

No. 2
91
Properties=species:S:1:pos:R:3:forces:R:3 method="wB97M-V/def2-TZVPD" de_lowest_kcal_mol=1.1 fmax_ev_per_a=0.38 total_charge=+3 spin_multiplicity=2
Ti -0.566402 -0.614212 -1.054664 0.215 -0.171 0.257
C -2.949737 -3.718774 0.994075 0.033 0.039 0.024
C -2.326969 -3.236557 -0.149274 0.021 -0.058 -0.060
N -1.681609 -2.094317 0.115339 0.046 0.191 -0.023
N -1.874145 -1.832390 1.428129 -0.014 0.031 0.104
C -2.627212 -2.791190 1.974634 -0.031 -0.067 -0.008
B -1.201783 -0.610248 2.121897 -0.003 -0.089 0.017
N -1.732654 0.687845 1.470559 -0.005 0.014 -0.010
C -2.269791 1.775695 2.039580 0.001 0.025 0.027
C -2.348673 2.777795 1.088495 -0.002 0.006 -0.018
C -1.810680 2.207247 -0.061829 0.036 -0.017 -0.031
N -1.453742 0.940754 0.173777 -0.006 0.056 -0.009
N 0.317904 -0.688690 1.852500 -0.011 0.005 0.012
C 1.332030 -0.720339 2.726898 0.022 -0.010 -0.017
C 2.520682 -0.811862 2.026147 -0.018 -0.001 0.009
C 2.134475 -0.839447 0.691134 0.007 -0.002 -0.027
N 0.806451 -0.761784 0.589665 -0.242 0.019 -0.061
H -3.523683 -4.621129 1.108147 -0.004 0.000 0.003
H -2.282519 -3.666861 -1.138316 -0.001 0.007 -0.002
H -2.875152 -2.765886 3.022936 0.001 0.017 0.003
H -1.439218 -0.623977 3.288808 0.012 0.005 0.005
H -2.537795 1.776664 3.083176 0.003 -0.017 0.004
H -2.700663 3.784982 1.225050 -0.006 0.000 0.008
H -1.613112 2.651922 -1.025337 0.005 0.001 0.003
H 1.143116 -0.678885 3.786653 -0.003 -0.001 0.003
H 3.516788 -0.848767 2.428613 0.003 0.000 0.002
H 2.745201 -0.901858 -0.195830 0.003 0.002 0.001
C 4.322679 -1.605084 -7.087913 0.003 0.003 0.010
C 4.715178 -1.173274 -5.685925 0.000 0.011 -0.014
N 3.640746 -1.425510 -4.698775 -0.026 -0.065 0.033
C 2.843217 -0.422085 -4.348185 -0.026 0.029 0.027
C 1.785628 -0.529309 -3.470202 -0.090 0.024 0.051
C 1.011940 0.739124 -3.202437 0.240 -0.222 -0.154
O 1.309825 1.781635 -3.718238 -0.027 -0.063 -0.048
O -0.005366 0.594955 -2.369276 -0.140 0.111 0.108
C 1.497223 -1.787412 -2.886678 0.176 0.250 -0.183
O 0.558884 -1.991983 -2.060577 -0.173 -0.146 0.048
C 2.366369 -2.892394 -3.267065 0.046 0.027 -0.046
C 2.163884 -4.161099 -2.704984 0.019 -0.045 0.020
C 2.997971 -5.184945 -3.046000 -0.017 0.030 0.039
F 2.833623 -6.392214 -2.481629 -0.007 0.001 -0.003
C 4.052776 -5.021954 -3.959966 -0.004 0.040 -0.016
C 4.253403 -3.776322 -4.510273 -0.007 -0.069 -0.010
C 3.425115 -2.695104 -4.167824 -0.016 0.084 -0.013
N 4.937636 -6.088598 -4.309954 0.050 0.008 0.016
C 4.310451 -7.307221 -4.812485 -0.017 0.005 -0.038
C 5.362730 -8.167389 -5.485042 0.004 -0.005 0.005
N 6.438960 -8.494357 -4.481877 0.000 -0.015 0.004
C 7.035125 -7.248850 -3.880309 0.003 0.003 -0.001
C 5.930332 -6.397623 -3.283965 -0.009 -0.025 0.032
H 5.144615 -1.398832 -7.771956 -0.004 -0.003 -0.009
H 3.450860 -1.049097 -7.431986 0.001 0.003 -0.001
H 4.092389 -2.668908 -7.141941 0.005 -0.006 0.004
H 4.913317 -0.104275 -5.654878 0.003 -0.002 0.006
H 5.619193 -1.667533 -5.335000 0.000 0.005 -0.002
H 3.050043 0.548196 -4.783641 0.010 -0.001 -0.011
H 1.368012 -4.314912 -1.989674 -0.005 0.009 -0.001
H 5.062185 -3.670935 -5.217202 0.000 0.016 -0.004
H 3.555126 -7.051403 -5.554747 0.007 -0.003 -0.006
H 3.815050 -7.886805 -4.021473 -0.009 0.008 0.005
H 5.849642 -7.638890 -6.302374 -0.003 0.002 0.000
H 4.948989 -9.106364 -5.847039 -0.004 0.002 -0.001
H 7.171720 -9.053991 -4.922477 -0.003 0.004 -0.003
H 6.041207 -9.073828 -3.737733 0.003 0.001 -0.004
H 7.541768 -6.726930 -4.689926 -0.001 0.001 -0.001
H 7.760829 -7.554635 -3.129410 0.001 0.003 -0.001
H 6.379650 -5.475603 -2.917336 0.001 0.001 -0.005
H 5.483011 -6.914147 -2.420273 0.005 0.005 -0.005
C -5.747485 1.205568 -1.919025 -0.007 0.014 0.005
N -4.993418 1.115681 -3.262822 -0.016 0.004 -0.011
C -5.549818 -0.092090 -4.038571 0.002 0.007 0.005
N -5.448557 -1.274732 -3.261225 -0.005 0.000 0.001
C -6.174034 -1.124243 -1.999188 0.000 0.005 0.000
N -5.647677 -0.015603 -1.206684 -0.007 -0.021 -0.002
C -4.301840 -0.274628 -0.695557 0.015 -0.028 -0.018
P -3.076085 -0.518896 -2.067712 -0.130 0.030 -0.029
C -3.514030 0.994392 -3.052457 0.064 -0.007 0.011
C -4.070910 -1.727337 -3.068065 0.040 0.001 0.000
H -6.783530 1.428351 -2.173795 0.001 -0.001 0.000
H -5.308645 2.034649 -1.364711 -0.004 0.001 0.000
H -5.184357 1.964580 -3.798636 0.004 -0.001 -0.002
H -4.983342 -0.163591 -4.966269 -0.001 -0.002 0.000
H -6.591826 0.142820 -4.254763 0.000 0.000 0.001
H -6.097218 -2.046100 -1.425841 0.002 0.000 0.000
H -7.225870 -0.937834 -2.218324 0.001 0.002 0.001
H -4.316650 -1.175775 -0.079136 -0.004 0.004 0.014
H -3.982112 0.555004 -0.062599 0.006 -0.010 -0.003
H -3.026498 0.964599 -4.027805 -0.003 0.006 0.001
H -3.170359 1.885495 -2.527774 -0.005 0.000 -0.011
H -4.085095 -2.687235 -2.550607 -0.005 -0.006 -0.007
H -3.595115 -1.886957 -4.037730 -0.003 -0.001 -0.001

No. 3
86
Properties=species:S:1:pos:R:3:forces:R:3 method="wB97M-V/def2-TZVPD" de_lowest_kcal_mol=42.6 fmax_ev_per_a=5.42
Cs -0.380653 -0.229147 -0.314716 -0.142 0.855 -1.078
C 2.103163 -0.541408 3.290605 0.167 -0.016 -0.101
C 2.409228 0.739257 2.827968 0.114 -0.212 -0.069
C 3.322405 0.903992 1.789011 0.017 -0.218 0.087
C 3.946072 -0.211520 1.225276 -0.079 0.007 0.157
C 3.657964 -1.487196 1.702725 -0.093 0.071 0.026
C 2.728892 -1.652275 2.730099 0.090 0.157 -0.067
H 1.386083 -0.668852 4.097382 0.075 0.029 -0.115
H 1.940501 1.599418 3.289049 -0.031 -0.042 -0.055
H 3.564360 1.899982 1.430743 -0.035 -0.087 0.009
H 4.663460 -0.084009 0.418007 -0.117 -0.025 0.113
H 4.136793 -2.356651 1.254388 -0.108 0.179 0.084
H 2.487513 -2.650937 3.083645 0.029 0.133 -0.052
O 1.040763 -2.182432 0.112936 1.349 -2.033 0.350
S 1.142558 -2.839622 -1.188646 0.200 -0.539 -0.275
O 0.461691 -4.114972 -1.288098 -0.127 -0.192 0.042
N 0.748556 -1.765436 -2.231233 0.180 -0.875 -2.015
C 0.620143 -2.066852 -3.612088 0.052 0.143 0.669
C 1.035225 -3.219597 -4.264298 -0.086 0.176 -0.056
C 0.862811 -3.396094 -5.663908 0.145 -0.144 0.414
C 0.282526 -2.438904 -6.433777 -0.112 0.220 -0.031
C -0.161298 -1.240729 -5.813582 0.013 -0.029 -0.055
C -0.780513 -0.206587 -6.552345 0.029 -0.125 -0.183
C -1.208170 0.920960 -5.927717 -0.048 0.173 0.126
C -1.019588 1.031586 -4.531392 0.141 -0.211 0.101
N -0.445094 0.108763 -3.800162 0.129 -0.520 -0.348
C -0.003563 -1.043650 -4.423407 -0.145 0.500 0.472
C 2.852470 -3.221159 -1.399050 0.520 -0.004 -0.149
C 3.310118 -4.528187 -1.243509 0.107 0.279 0.033
C 4.670427 -4.785048 -1.395275 -0.030 0.080 -0.024
C 5.547519 -3.752047 -1.713580 -0.051 -0.012 0.007
C 5.074253 -2.452869 -1.885191 0.024 -0.030 0.010
C 3.722175 -2.181719 -1.731181 -0.031 -0.118 0.038
H 1.493328 -4.021288 -3.701438 -0.026 0.016 0.032
H 1.201506 -4.322124 -6.122251 -0.014 0.103 0.125
H 0.146854 -2.574556 -7.504561 0.012 0.054 0.167
H -0.906938 -0.332624 -7.623760 0.008 -0.001 0.065
H -1.682599 1.723725 -6.475553 -0.016 0.017 0.008
H -1.359738 1.924252 -4.008245 0.039 -0.095 -0.024
H 2.603694 -5.319187 -1.006755 0.102 0.158 -0.055
H 5.044697 -5.795998 -1.273486 -0.020 0.078 -0.014
H 6.605078 -3.960816 -1.841345 -0.099 0.011 0.024
H 5.761869 -1.651906 -2.144939 -0.088 -0.123 0.028
H 3.328304 -1.174782 -1.872583 0.062 -0.271 0.039
N -0.307129 2.869230 2.563168 -0.418 -0.052 -0.283
C -1.591671 3.216720 1.945700 0.266 0.015 -0.064
C -1.782121 4.737146 1.752289 -0.084 -0.061 -0.061
C -3.142794 5.205544 1.210346 0.270 0.041 -0.165
C -4.344435 4.620367 1.928322 0.138 -0.241 0.000
N -4.530728 3.245354 1.460392 -2.507 1.735 2.269
C -5.501814 2.564031 1.939194 -0.439 -0.616 0.321
N -5.728649 1.259046 1.537718 0.095 0.727 0.020
N -6.363795 3.044424 2.889879 -0.143 -0.164 -0.040
C -1.726969 2.501386 0.604328 -0.537 -0.007 -0.826
O -2.962218 2.302050 0.163597 4.556 -1.660 -2.419
O -0.751217 2.170565 -0.047840 -0.489 2.654 0.624
H 0.023222 3.614766 3.155933 -0.009 0.168 0.138
H 0.387112 2.725694 1.839100 -0.031 -0.038 -0.137
H -2.402353 2.850737 2.568383 -0.056 -0.102 0.286
H -0.994665 5.104015 1.089530 0.050 -0.021 0.019
H -1.606044 5.187242 2.733984 -0.062 0.081 0.014
H -3.239451 4.939292 0.153802 0.075 0.063 0.017
H -3.179277 6.295004 1.259536 0.021 0.011 0.052
H -5.226096 5.236610 1.723310 -0.076 -0.012 -0.099
H -4.174814 4.652640 3.015905 -0.054 -0.073 -0.052
H -3.612095 2.692372 0.793150 -1.213 0.534 0.695
H -4.961766 0.836210 1.044211 0.284 -0.132 -0.196
H -6.202813 0.648315 2.178453 -0.022 0.043 0.121
H -6.403927 4.042269 2.985370 -0.013 0.102 0.070
H -7.255277 2.587262 2.976665 -0.038 -0.021 -0.015
C -4.605626 -2.599192 3.681171 0.041 0.014 -0.023
C -4.227073 -2.207594 2.250060 -0.427 -0.243 0.199
S -2.538554 -1.633977 2.152521 0.622 0.620 -0.325
O -2.501777 -0.560033 1.073486 -1.567 -0.931 1.475
C -1.769403 -3.109437 1.447158 0.101 -0.084 -0.222
C -2.383318 -3.584270 0.122737 -0.028 0.257 0.316
H -5.671980 -2.821681 3.745952 0.033 -0.006 -0.025
H -4.379597 -1.796867 4.391748 -0.032 -0.083 -0.152
H -4.066799 -3.493199 4.013975 -0.038 0.143 -0.110
H -4.783329 -1.347557 1.879259 -0.145 -0.054 0.113
H -4.364294 -3.028102 1.546681 -0.129 0.084 0.040
H -1.811010 -3.858937 2.249803 0.043 0.071 -0.184
H -0.715105 -2.827254 1.293490 -0.284 -0.130 0.162
H -3.246555 -4.233175 0.270719 -0.007 0.029 0.005
H -1.634092 -4.127323 -0.439390 0.146 -0.109 -0.070
H -2.684350 -2.726047 -0.486457 0.001 -0.067 0.048